31
Properties=species:S:1:pos:R:3:forces:R:3:lowdin_charge:R:1 method="wB97M-V/def2-TZVPD" molar_mass_g_mol=238.44 fmax_ev_per_a=3.3 relative_energy_kcal_mol=17.8
C -1.424591 1.299238 0.926852 -0.499 1.490 1.001 -0.14
C -2.081239 1.214821 -0.474888 3.049 -0.087 -1.241 -0.37
C -3.478223 0.725595 -0.582917 -1.419 0.008 1.120 -0.55
C -1.242533 -2.289298 0.292964 1.032 0.255 0.801 -0.52
C -0.091695 -2.401425 -0.428513 -1.817 -1.009 0.949 -0.25
C 1.224494 -2.668404 0.274483 -1.474 -0.068 1.045 -0.38
C 1.849118 -0.163061 -0.085248 -1.748 -0.416 0.902 -0.39
C 2.734280 0.999548 -0.415207 0.993 0.019 0.438 -0.32
C 2.079199 2.335449 -0.189692 0.367 2.067 -0.668 -0.14
H -1.288078 0.377250 1.536119 0.057 0.291 -1.042 0.05
H -0.426916 1.871198 0.834540 -1.668 -0.948 0.348 0.07
H -2.156575 1.887439 1.592914 1.227 -0.400 -0.842 0.09
H -1.991979 2.256800 -0.929317 -0.255 -1.244 0.442 0.12
H -1.394899 0.546147 -1.141696 -1.143 1.037 0.968 0.12
H -4.188886 1.460441 -0.073585 0.701 -0.931 -0.682 0.10
H -3.808750 0.549083 -1.604025 0.056 0.232 -0.040 0.07
H -1.232730 -2.187901 1.451404 -0.054 -0.146 -2.158 0.11
H -0.236917 -2.610180 -1.496753 0.482 0.362 0.251 0.11
H 1.122680 -2.310752 1.309623 0.001 -0.185 -0.025 0.09
H 1.382986 -3.753419 0.355656 0.477 0.356 -0.417 0.11
H 1.563673 -0.253923 0.991712 0.277 0.666 -0.482 0.11
H 0.855370 -0.121122 -0.628740 1.169 -0.136 0.299 0.10
H 3.071712 0.924229 -1.459693 0.026 -0.020 0.283 0.12
H 3.630978 0.989875 0.253010 -0.494 -0.303 -0.684 0.13
H 1.196338 2.564905 -0.849735 0.866 -0.330 0.547 0.09
H 1.797632 2.524803 0.840871 -0.299 -0.387 0.256 0.06
H 2.869512 3.139324 -0.344755 -1.024 -0.817 -0.223 0.09
O 3.760053 -1.948119 0.529798 -0.125 0.165 0.534 -0.51
S -3.832775 -0.817243 0.366936 -0.427 0.456 0.313 0.47
S -2.859271 -2.373810 -0.484764 0.923 0.182 0.043 0.50
S 2.598045 -1.767488 -0.367345 0.742 -0.158 -2.035 0.87


37
Properties=species:S:1:pos:R:3:forces:R:3:lowdin_charge:R:1 method="wB97M-V/def2-TZVPD" molar_mass_g_mol=576.74 total_charge=+2 fmax_ev_per_a=6.8
C -3.315992 1.566762 0.358771 0.748 -0.006 0.648 -0.07
C -1.940092 2.454340 0.223762 0.180 0.391 -0.440 -0.35
C -0.815523 1.771008 -0.808865 -3.060 0.141 0.510 -0.66
Br 0.536948 3.198047 -1.172431 2.365 -1.328 1.045 0.89
Al -0.039266 0.056661 0.050786 -2.411 1.178 1.411 0.31
B 2.030767 -0.065339 -0.067472 6.667 -0.759 -0.740 -0.36
O 2.649286 -1.164655 0.755309 -2.432 3.675 -0.711 0.06
O 2.888269 0.800453 -0.900198 -2.730 -2.827 2.975 -0.11
C 4.316279 0.473854 -0.766841 2.508 0.581 -1.065 -0.06
C -0.507650 0.151678 2.052993 0.694 1.260 1.775 -0.28
C 0.464812 1.351148 2.695275 0.155 -1.370 -0.275 -0.08
F -0.193534 -1.072069 2.825691 -0.653 1.629 -1.392 -0.17
C -0.871415 -1.528602 -0.953370 -0.266 -3.124 -2.228 -0.60
I -0.607112 -1.078209 -3.123654 -0.360 -0.107 1.561 1.09
C -0.128640 -2.970720 -0.717253 0.692 0.609 -1.496 -0.78
C -0.557328 -3.998721 -1.965301 -0.662 -2.112 1.088 -0.25
I -0.764373 -4.018730 1.126039 0.597 1.113 -1.284 1.08
H -4.229428 2.093888 -0.188200 2.062 -1.354 1.227 0.12
H -3.083192 0.499642 -0.071719 -0.767 1.998 0.663 0.08
H -3.514579 1.429875 1.522657 0.108 0.368 -2.671 0.11
H -2.259648 3.475812 -0.304900 0.042 -1.530 1.778 -0.06
H -1.451031 2.765711 1.242493 -0.928 -0.669 -2.033 0.13
H -1.400653 1.581329 -1.812208 1.225 0.453 1.467 0.02
H 2.478367 -0.870622 1.699940 0.265 -0.943 -1.005 0.13
H 4.707159 0.384604 0.332505 -1.107 -0.088 -2.140 0.13
H 4.518083 -0.471328 -1.433063 -0.234 1.774 1.633 0.13
H 4.909845 1.387862 -1.253172 -1.486 -2.032 1.018 0.14
H -1.615080 0.449842 2.286982 1.855 -0.866 -0.370 0.11
H -0.017697 1.880218 3.622355 1.043 -0.893 -1.962 0.11
H 1.453069 0.792093 3.037340 -2.001 1.319 -0.577 0.10
H 0.759079 2.067515 1.817765 -0.519 -0.877 1.849 0.06
H -2.040817 -1.623969 -0.799656 2.169 0.632 0.023 0.10
H 1.047120 -2.855787 -0.807474 -2.496 -0.275 0.727 0.11
H 0.229495 -4.017982 -2.831816 -1.429 0.530 1.670 0.10
H -1.669668 -3.844870 -2.316731 2.351 -0.088 0.680 0.10
H -0.529410 -5.084754 -1.470557 -0.031 2.224 -1.463 0.07
Al -1.436447 4.034016 -1.885782 -2.154 1.374 -1.894 0.56


29
Properties=species:S:1:pos:R:3:forces:R:3:lowdin_charge:R:1 method="wB97M-V/def2-TZVPD" molar_mass_g_mol=138.06 fmax_ev_per_a=5.2 relative_energy_kcal_mol=34.6 smiles="CB(C(C)=C(C)C)C(C)C"
C -1.612276 1.369643 0.714748 -1.337 -0.045 -1.019 -0.08
B -0.385927 0.657819 -0.069253 -1.515 0.652 0.383 -0.05
C 0.325787 -0.347725 1.171829 2.126 3.333 -1.586 -0.19
C 1.348999 0.457078 2.060620 3.023 -3.191 -2.370 -0.05
C 0.130348 -1.638663 1.280306 0.811 -0.114 -0.265 -0.36
C -0.758050 -2.237899 0.243586 1.521 -1.283 -1.771 -0.07
C 0.995958 -2.583516 2.127985 0.906 0.063 0.097 -0.06
C -0.393528 1.238239 -1.834149 -0.448 -5.078 1.194 -0.38
C 0.070046 2.602970 -1.915936 4.054 0.561 0.309 -0.15
C 0.224528 0.208439 -2.865164 -0.535 -0.889 0.647 -0.10
H -1.263711 1.692362 1.715455 -0.619 -0.341 -0.289 0.05
H -2.415228 0.507140 0.788373 1.518 1.438 0.275 0.11
H -2.201615 2.235325 0.217944 1.150 -1.263 0.642 0.07
H 2.040226 -0.237082 2.740237 -1.626 1.622 -1.515 0.10
H 0.812175 1.079656 2.629917 -1.854 2.421 2.565 0.00
H 2.048689 1.127386 1.441897 -0.956 -1.122 0.657 0.10
H -0.261827 -3.237037 0.011694 -1.093 1.004 -0.305 0.10
H -1.705743 -2.392458 0.634137 -1.960 -0.833 0.882 0.05
H -0.991448 -1.650907 -0.727113 1.020 -0.642 1.502 0.10
H 1.760287 -2.128103 2.861888 -1.482 -0.452 -1.328 0.08
H 1.582690 -3.170375 1.386068 -0.123 0.326 0.405 0.08
H 0.456873 -3.349997 2.681917 -0.378 0.139 0.095 0.07
H -1.452258 1.200812 -2.153103 0.048 0.222 0.928 0.11
H -0.577645 3.153357 -1.309390 -0.362 1.488 1.364 0.05
H 0.051753 3.064889 -2.874879 -0.289 0.058 -1.161 0.07
H 1.231307 2.648125 -1.638407 -2.458 0.282 -0.067 0.14
H -0.597840 -0.116349 -3.561866 1.041 0.898 -0.060 0.07
H 0.418029 -0.824276 -2.411830 0.506 1.600 -0.270 0.07
H 1.119404 0.671145 -3.347512 -0.690 -0.855 0.060 0.07


34
Properties=species:S:1:pos:R:3:forces:R:3:lowdin_charge:R:1 method="wB97M-V/def2-TZVPD" molar_mass_g_mol=327.12 total_charge=+2 fmax_ev_per_a=1.2 relative_energy_kcal_mol=0.0
C -3.385619 -0.216247 -1.998996 0.311 0.295 0.202 -0.14
C -2.033366 -0.097253 -1.255950 -0.880 0.097 0.515 -0.70
Br -1.937946 -1.631445 -0.021589 -0.299 0.430 0.184 0.94
C -1.932460 1.212053 -0.374559 -0.300 -0.514 0.042 -0.38
Si -0.223010 2.173953 -0.603082 1.051 0.609 -0.082 0.65
C 1.184226 1.104528 -0.083444 -0.905 -0.213 0.120 -0.26
C 1.039156 0.622328 1.362940 0.198 0.220 0.178 -0.26
C 2.197039 -0.252222 1.875854 -0.125 0.021 -0.168 -0.19
C 2.801159 -1.236867 0.884343 -0.033 -0.184 0.172 -0.20
C 2.016260 -2.521224 0.672791 0.177 -0.313 0.064 -0.29
N 1.938059 -3.347305 1.874979 -0.052 0.206 -0.176 0.02
N -0.160124 2.590550 -2.283407 -0.598 -0.125 0.393 0.07
C -1.097597 3.226366 -2.750696 0.932 -0.563 0.299 -0.39
O -2.001249 3.780788 -3.180152 -0.826 0.580 -0.565 0.23
H -3.240470 -0.566734 -3.014509 -0.136 -0.111 -0.176 0.13
H -3.880832 0.756956 -2.084605 -0.028 0.157 -0.265 0.09
H -4.038459 -0.948271 -1.518970 -0.212 -0.203 -0.100 0.06
H -1.191393 -0.167997 -1.930836 0.194 0.016 -0.074 0.11
H -2.745250 1.932051 -0.625704 0.328 0.389 -0.209 0.08
H -1.956167 0.927196 0.703124 0.845 0.426 0.205 0.03
H -0.398327 3.375119 0.231414 -0.219 -0.088 0.044 0.04
H 2.067243 1.729382 -0.197901 0.274 -0.014 -0.171 0.11
H 1.243417 0.258777 -0.765882 0.269 -0.052 -0.206 0.08
H 0.993231 1.498199 2.011069 -0.100 0.074 0.129 0.11
H 0.088462 0.103927 1.510890 -0.114 -0.220 -0.126 0.06
H 2.977628 0.399558 2.255236 0.131 0.143 -0.008 0.12
H 1.817327 -0.801321 2.733369 0.041 -0.020 0.236 0.10
H 3.787053 -1.523077 1.247231 0.122 -0.020 0.047 0.13
H 2.972766 -0.779542 -0.085340 0.116 0.159 -0.131 0.10
H 2.539399 -3.089306 -0.095660 -0.027 -0.042 -0.188 0.11
H 1.020446 -2.314628 0.266334 -0.197 0.147 -0.012 0.06
H 2.278301 -2.878276 2.698831 0.009 -0.017 0.125 0.06
H 1.019543 -3.716682 2.053501 -0.034 -0.102 0.087 0.06
Ti -3.852929 0.556185 0.438867 0.088 -1.167 -0.384 1.25


| no. | frontier orbital gap (eV) |
| --- | --- |
| 1 | 9.37 |
| 2 | 2.81 |
| 3 | 9.29 |
| 4 | 3.33 |